*A*
DFT (ωB97M-V/def2-TZVPD) results for a single C4H6OS2 molecule.

Values from the calculation:
* HOMO level: -9.55 eV

```
13
C4H6OS2, DFT ωB97M-V/def2-TZVPD
O -2.77 1.49 -0.55
C -2.04 0.51 -0.34
S -2.70 -1.14 -0.41
C -0.58 0.70 -0.09
C 0.29 -0.25 0.11
C 1.68 -0.05 0.45
S 2.95 -0.09 -0.80
H -3.91 -0.66 -0.41
H -0.30 1.77 0.10
H -0.09 -1.24 0.05
H 2.00 -0.75 1.17
H 1.82 0.89 1.00
H 3.64 -1.17 -0.28
```

Atom-resolved charges from natural (NBO), all expressed in e: -0.545 0.384 -0.021 -0.290 -0.119 -0.585 -0.007 0.154 0.226 0.205 0.239 0.226 0.133


*B*
DFT (ωB97M-V/def2-TZVPD) results for a single C4H6OS2 molecule.

Values from the calculation:
* HOMO level: -8.57 eV

```
13
C4H6OS2, DFT ωB97M-V/def2-TZVPD
O -2.58 -0.03 -0.34
C -1.50 -0.47 0.39
C -0.31 0.21 0.73
S 0.59 1.63 0.07
C 1.96 0.49 -0.20
S 1.49 -1.30 0.02
C -0.30 -0.89 -0.28
H -2.35 0.66 -1.06
H -1.87 -1.02 1.29
H 0.18 -0.14 1.61
H 2.09 0.64 -1.29
H 2.76 0.75 0.42
H -0.15 -0.53 -1.36
```

Atom-resolved charges from natural (NBO), all expressed in e: -0.676 0.107 -0.380 0.211 -0.688 0.220 -0.414 0.487 0.207 0.238 0.227 0.232 0.228


*C*
DFT (ωB97M-V/def2-TZVPD) results for a single C4H6OS2 molecule.

Values from the calculation:
* HOMO level: -8.60 eV

```
13
C4H6OS2, DFT ωB97M-V/def2-TZVPD
O 2.06 -1.57 1.01
C 0.72 -1.13 1.00
C -0.26 -0.83 -0.20
S -0.50 0.00 -1.80
C -1.18 1.49 -0.96
S -0.85 1.53 0.81
C 0.34 0.22 0.62
H 2.49 -1.35 0.12
H 0.22 -1.77 1.71
H -1.27 -1.06 0.23
H -0.69 2.34 -1.44
H -2.29 1.47 -1.14
H 1.22 0.65 0.05
```

Atom-resolved charges from natural (NBO), all expressed in e: -0.686 0.176 -0.438 0.233 -0.709 0.250 -0.432 0.480 0.217 0.220 0.231 0.238 0.220


Consider the structures shown above. The least stable of them is *B*.